#w
The following is a DFT calculation (ωB97M-V with the def2-TZVPD basis set) of 3 unconnected molecules or ions with the total composition C2H9NO4.

Output
LUMO: 0.0117 hartree
Highest occupied orbital energy: -9.6 eV
Net charge: 0
Kohn-Sham gap: 0.36370 Ha
SMILES string: CNC(=O)O.O.O

Element x y z (Å)
C  -1.039  2.799  0.247
N  -1.334  1.818  -0.792
C  -1.171  0.475  -0.818
O  -1.782  -0.334  -1.452
O  -0.009  0.153  -0.159
H  -0.513  3.637  -0.217
H  -0.356  2.378  0.978
H  -1.988  3.149  0.654
H  -1.940  2.131  -1.531
H  0.037  -0.812  -0.115
O  4.331  -1.574  0.177
H  5.158  -1.927  0.528
H  3.666  -1.942  0.766
O  -1.202  -2.973  0.728
H  -1.587  -3.745  0.293
H  -0.270  -3.232  0.712



#x
The following is a DFT calculation (ωB97M-V with the def2-TZVPD basis set) of 3 unconnected molecules or ions with the total composition C2H9NO4.

Output
LUMO: 0.0085 hartree
Highest occupied orbital energy: -9.7 eV
Net charge: 0
Kohn-Sham gap: 0.36467 Ha
SMILES string: NCC(=O)O.O.O

Element x y z (Å)
N  -3.460  1.787  -0.139
C  -2.374  0.963  0.312
C  -2.072  -0.242  -0.638
O  -2.748  -0.686  -1.499
O  -0.850  -0.722  -0.186
H  -3.202  2.194  -1.058
H  -3.598  2.480  0.604
H  -1.419  1.481  0.316
H  -2.461  0.433  1.285
H  -0.230  -1.473  0.029
O  5.601  0.171  3.856
H  5.360  0.859  3.236
H  5.214  0.405  4.647
O  2.058  -2.433  -3.912
H  1.360  -2.288  -3.241
H  2.819  -2.930  -3.614



Winner for stability: #w



#w
The following is a DFT calculation (ωB97M-V with the def2-TZVPD basis set) of 3 unconnected molecules or ions with the total composition C2H9NO4.

Output
LUMO: 0.0024 hartree
Highest occupied orbital energy: -10.2 eV
Net charge: 0
Kohn-Sham gap: 0.37612 Ha
SMILES string: O=CNCO.O.O

Element x y z (Å)
O  -2.929  -1.583  1.732
C  -2.803  -1.336  0.546
N  -1.548  -1.058  0.073
C  -0.429  -1.212  1.019
O  0.772  -0.886  0.408
H  -3.639  -1.331  -0.148
H  -1.359  -0.483  -0.718
H  -0.731  -0.626  1.890
H  -0.349  -2.232  1.397
H  1.000  0.067  0.444
O  2.462  -2.139  -1.840
H  1.909  -1.964  -1.084
H  2.102  -1.461  -2.421
O  1.828  5.424  -0.831
H  2.599  5.602  -0.286
H  1.115  5.218  -0.181



#x
The following is a DFT calculation (ωB97M-V with the def2-TZVPD basis set) of 3 unconnected molecules or ions with the total composition C2H9NO4.

Output
LUMO: 0.0185 hartree
Highest occupied orbital energy: -9.2 eV
Net charge: 0
Kohn-Sham gap: 0.35593 Ha
SMILES string: NCC(=O)O.O.O

Element x y z (Å)
N  0.254  1.988  -1.746
C  0.816  0.733  -1.265
C  0.236  0.292  0.072
O  0.666  -0.746  0.543
O  -0.561  1.124  0.711
H  -0.720  2.123  -1.547
H  0.788  2.770  -1.424
H  1.888  0.903  -1.196
H  0.757  -0.074  -1.995
H  -0.907  0.653  1.508
O  -0.634  -2.941  -1.760
H  -0.948  -3.323  -0.936
H  -1.189  -2.180  -1.960
O  -0.428  -0.007  3.097
H  0.113  -0.743  2.786
H  0.063  0.512  3.740



#y
The following is a DFT calculation (ωB97M-V with the def2-TZVPD basis set) of 3 unconnected molecules or ions with the total composition C2H9NO4.

Output
LUMO: 0.0204 hartree
Highest occupied orbital energy: -9.1 eV
Net charge: 0
Kohn-Sham gap: 0.35383 Ha
SMILES string: NCC(=O)O.O.O

Element x y z (Å)
N  2.064  0.158  0.945
C  1.017  -0.843  0.993
C  -0.357  -0.422  0.505
O  -0.619  0.512  -0.223
O  -1.285  -1.232  0.982
H  2.497  0.207  0.032
H  1.720  1.096  1.100
H  0.885  -1.126  2.035
H  1.327  -1.736  0.457
H  -2.125  -0.977  0.551
O  1.728  1.227  -1.567
H  0.777  1.197  -1.732
H  2.275  1.298  -2.348
O  -3.246  -0.152  -0.491
H  -2.556  0.519  -0.624
H  -4.099  0.273  -0.616



Winner for stability: #y



#w
The following is a DFT calculation (ωB97M-V with the def2-TZVPD basis set) of a single C3H4FNO molecule.

Output
LUMO: 0.0296 hartree
Highest occupied orbital energy: -10.9 eV
Net charge: 0
Kohn-Sham gap: 0.42862 Ha
SMILES string: N#CC[C@@H](O)F

Element x y z (Å)
N  -0.318  0.986  2.283
C  -0.410  0.123  1.544
C  -0.365  -0.838  0.519
C  0.299  0.007  -0.984
O  -0.141  1.327  -1.075
F  1.623  0.008  -0.879
H  -1.328  -1.278  0.377
H  0.218  -1.716  0.512
H  0.161  -0.533  -1.894
H  0.260  1.913  -0.404



#x
The following is a DFT calculation (ωB97M-V with the def2-TZVPD basis set) of a molecular structure, C3H4FNO.

Output
LUMO: 0.0401 hartree
Highest occupied orbital energy: -9.5 eV
Net charge: 0
Kohn-Sham gap: 0.38986 Ha

Element x y z (Å)
C  -0.841  -0.319  -0.776
C  -1.548  -0.870  0.207
C  0.379  -0.599  0.060
N  1.267  0.524  0.634
O  -0.458  -1.115  1.101
F  1.073  -1.663  -0.497
H  -0.914  -0.125  -1.820
H  -2.538  -1.134  0.377
H  1.739  0.342  1.536
H  2.160  0.633  -0.005



#y
The following is a DFT calculation (ωB97M-V with the def2-TZVPD basis set) of a single C3H4FNO molecule.

Output
LUMO: 0.0267 hartree
Highest occupied orbital energy: -9.3 eV
Net charge: 0
Kohn-Sham gap: 0.36760 Ha
SMILES string: C=C(F)/C=N\O

Element x y z (Å)
C  0.062  1.574  -1.195
C  0.318  0.707  -0.186
F  1.111  0.952  0.859
C  -0.377  -0.633  -0.189
N  -0.280  -1.595  0.651
O  0.359  -1.573  1.835
H  0.518  2.552  -1.213
H  -0.832  1.357  -1.729
H  -0.944  -0.851  -1.052
H  0.065  -2.490  2.218



#z
The following is a DFT calculation (ωB97M-V with the def2-TZVPD basis set) of a single C3H4FNO molecule.

Output
LUMO: 0.0144 hartree
Highest occupied orbital energy: -9.8 eV
Net charge: 0
Kohn-Sham gap: 0.37275 Ha
SMILES string: C=C(F)C(N)=O

Element x y z (Å)
C  -1.521  -1.264  0.103
C  -0.582  -0.287  0.259
F  -0.550  0.335  1.472
C  0.485  0.208  -0.583
N  1.086  1.374  -0.206
O  1.067  -0.661  -1.283
H  -1.640  -1.949  -0.888
H  -2.287  -1.195  1.011
H  1.711  1.996  -0.831
H  0.743  1.863  0.491



Winner for stability: #w